# C5H6N

The ion C5H6N with charge +1 at a distorted geometry (the ωB97M-V functional and the def2-TZVPD basis, the OMol25 dataset).

```
! RIJCOSX wB97M-V def2-TZVPD def2/J DEFGRID3
* xyz 1 1
C 0.38 0.40 1.36
C 0.49 1.33 -1.06
C 0.93 1.88 -2.08
C -0.25 0.92 0.09
C -0.53 -1.74 0.33
N -0.16 -0.43 0.56
H 0.82 0.48 2.33
H 1.55 2.37 -2.78
H -1.16 1.35 0.35
H -0.25 -2.49 1.09
H -1.57 -2.01 0.36
H -0.27 -2.07 -0.56
*
```

## Properties
E_HOMO: -14.8 eV
SMILES: C#C[C@@H]1C=[N+]1C
Frontier orbital gap: 0.3424 hartree

Mulliken atomic charge list, values in e, 5 entries:
1 C 0.019
2 C -0.450
3 C 0.027
4 C -0.223
5 C -0.801